*one*
Computed, not measured: a single C3H6N2O molecule, with wB97M-V/def2-TZVPD.

multiplicity = 1
M = 86.09 g/mol
SMILES = N#C[C@@H](N)CO
gap between HOMO and LUMO = 0.4103 Ha
LUMO level = 0.72 eV

XYZ file:
```
12
C3H6N2O wB97M-V/def2-TZVPD
N -2.147 0.891 0.601
C -1.152 0.302 0.706
C 0.293 -0.086 0.624
N 0.646 -1.482 0.544
C 0.596 0.633 -0.720
O -0.579 0.542 -1.505
H 0.776 0.354 1.506
H 0.294 -2.014 1.333
H 0.285 -1.885 -0.316
H 0.916 1.672 -0.553
H 1.422 0.106 -1.221
H -1.349 0.966 -0.998
```


*two*
Computed, not measured: 2 unconnected molecules or ions with the total composition C3H6N2O, with wB97M-V/def2-TZVPD.

multiplicity = 1
M = 86.09 g/mol
SMILES = N#C[C@H]1CN1.O
gap between HOMO and LUMO = 0.4223 Ha
LUMO level = 0.61 eV

XYZ file:
```
12
C3H6N2O wB97M-V/def2-TZVPD
N 2.448 0.168 -0.867
C 1.355 0.320 -0.510
C -0.027 0.687 -0.258
C -1.059 0.152 -1.186
N -0.975 -0.322 0.184
H -0.120 1.690 0.148
H -0.751 -0.599 -1.908
H -1.875 0.812 -1.470
H -1.690 0.104 0.767
O 0.879 -0.802 2.047
H 0.154 -1.078 1.461
H 1.661 -1.134 1.592
```


Which structure wins on stability? *one* wins.


*one*
Computed, not measured: 2 unconnected molecules or ions with the total composition C3H6N2O, with wB97M-V/def2-TZVPD.

multiplicity = 1
M = 86.09 g/mol
SMILES = N=C=N.CC=O
gap between HOMO and LUMO = 0.4092 Ha
LUMO level = 0.94 eV

XYZ file:
```
12
C3H6N2O wB97M-V/def2-TZVPD
N 2.150 1.013 -0.956
C 0.986 1.201 -1.288
N -0.147 1.563 -1.583
H 2.346 0.213 -0.366
H -0.571 1.132 -2.396
C -0.356 -0.485 1.445
C -1.105 -1.037 0.264
O -0.589 -1.347 -0.784
H 0.627 -0.122 1.139
H -0.225 -1.283 2.186
H -0.919 0.322 1.926
H -2.197 -1.170 0.412
```


*two*
Computed, not measured: a single C3H6N2O molecule, with wB97M-V/def2-TZVPD.

multiplicity = 1
M = 86.09 g/mol
SMILES = O/N=C\N1CC1
gap between HOMO and LUMO = 0.3809 Ha
LUMO level = 1.06 eV

XYZ file:
```
12
C3H6N2O wB97M-V/def2-TZVPD
O -2.261 0.676 -0.098
N -1.806 -0.689 0.137
C -0.616 -0.935 -0.209
N 0.468 -0.225 -0.700
C 0.722 0.963 -0.025
C 1.651 -0.203 0.209
H -3.236 0.405 -0.077
H -0.379 -1.993 -0.139
H 0.077 1.293 0.806
H 0.996 1.666 -0.774
H 2.597 -0.399 -0.311
H 1.787 -0.558 1.180
```


Which structure wins on stability? *one* wins.


*one*
Computed, not measured: a single C3H6N2O molecule, with wB97M-V/def2-TZVPD.

multiplicity = 1
M = 86.09 g/mol
SMILES = [H]/N=C1\CCON1
gap between HOMO and LUMO = 0.3599 Ha
LUMO level = 0.95 eV

XYZ file:
```
12
C3H6N2O wB97M-V/def2-TZVPD
H 2.583 0.545 -1.481
N 1.765 0.852 -0.868
C 0.599 0.594 -0.413
C -0.082 -0.730 -0.559
C -1.077 -0.622 0.678
O -1.288 0.804 0.774
N -0.055 1.420 0.455
H 0.576 -1.576 -0.530
H -0.699 -0.791 -1.500
H -2.132 -1.027 0.510
H -0.657 -1.104 1.599
H 0.467 1.634 1.334
```


*two*
Computed, not measured: 2 unconnected molecules or ions with the total composition C3H6N2O, with wB97M-V/def2-TZVPD.

multiplicity = 1
M = 86.09 g/mol
gap between HOMO and LUMO = 0.3705 Ha
LUMO level = 0.58 eV

XYZ file:
```
12
C3H6N2O wB97M-V/def2-TZVPD
N 2.000 1.406 0.095
C 1.211 0.453 -0.321
C -1.323 -1.248 0.398
O -0.925 -0.334 1.371
C -1.846 -0.580 -0.825
N -2.205 -0.048 -1.786
H 2.189 1.496 1.086
H 2.437 2.119 -0.479
H 1.126 0.525 -1.421
H -0.489 -1.890 0.070
H -2.108 -1.891 0.809
H -0.065 -0.008 1.004
```


Which structure wins on stability? *two* wins.


*one*
Computed, not measured: 2 unconnected molecules or ions with the total composition C3H4BrNO, with wB97M-V/def2-TZVPD.

multiplicity = 1
M = 149.98 g/mol
gap between HOMO and LUMO (spin up / spin down) = 0.3019 / 0.3018 Ha
LUMO level (spin up / spin down) = -0.25 / -0.25 eV

XYZ file:
```
10
C3H4BrNO wB97M-V/def2-TZVPD
C -0.048 -0.950 0.566
C 0.411 0.157 -0.016
C 0.643 0.176 -1.429
N -1.294 0.103 -2.289
O 1.457 0.179 -2.267
Br -0.952 -0.445 -4.065
H -0.144 -0.773 1.640
H 0.073 -1.882 -0.028
H 0.588 1.106 0.591
H -1.541 1.142 -2.133
```


*two*
Computed, not measured: 2 unconnected molecules or ions with the total composition C3H4BrNO, with wB97M-V/def2-TZVPD.

multiplicity = 1
M = 149.98 g/mol
SMILES = c1cocn1.Br
gap between HOMO and LUMO = 0.3869 Ha
LUMO level = 0.89 eV

XYZ file:
```
10
C3H4BrNO wB97M-V/def2-TZVPD
C -0.241 0.526 0.094
C -1.275 0.519 -0.756
O -1.251 -0.565 -1.482
C -0.136 -1.317 -0.914
N 0.384 -0.729 0.058
H -0.020 1.320 0.790
H -1.968 1.322 -0.799
H 0.076 -2.284 -1.184
Br 2.405 1.221 2.456
H 2.026 -0.012 1.738
```


*three*
Computed, not measured: a single C3H4BrNO molecule, with wB97M-V/def2-TZVPD.

multiplicity = 1
M = 149.98 g/mol
gap between HOMO and LUMO = 0.3058 Ha
LUMO level = 0.32 eV

XYZ file:
```
10
C3H4BrNO wB97M-V/def2-TZVPD
C 0.260 1.410 -0.607
C 0.541 -0.791 -0.353
C -1.363 0.281 0.650
N 0.879 0.343 -0.893
O -0.829 1.442 0.181
Br -3.112 -0.096 -0.150
H 0.634 2.428 -0.952
H 0.622 -1.156 0.703
H 0.191 -1.513 -1.101
H -1.451 0.123 1.775
```


Which structure wins on stability? *two* wins.


*one*
Computed, not measured: 4 unconnected molecules or ions with the total composition C2H12N2O3, with wB97M-V/def2-TZVPD.

multiplicity = 1
M = 112.13 g/mol
SMILES = N/C=C\N.O.O.O
gap between HOMO and LUMO = 0.2646 Ha
LUMO level = 0.38 eV

XYZ file:
```
19
C2H12N2O3 wB97M-V/def2-TZVPD
N -1.810 2.520 0.636
C -1.699 1.135 0.824
C -0.597 0.362 0.678
N 0.716 0.677 1.096
H -2.736 2.906 0.624
H -1.368 2.756 -0.242
H -2.610 0.659 1.208
H -0.796 -0.545 0.095
H 1.377 0.019 0.717
H 0.793 1.005 2.031
O -4.126 -0.693 -1.190
H -3.251 -0.496 -0.862
H -4.429 -1.555 -0.915
O 0.655 -2.531 -1.774
H 1.490 -3.019 -1.800
H 0.147 -3.090 -1.184
O 6.343 -0.108 -0.270
H 6.052 -0.698 0.426
H 5.848 0.696 -0.098
```


*two*
Computed, not measured: 4 unconnected molecules or ions with the total composition C2H12N2O3, with wB97M-V/def2-TZVPD.

multiplicity = 1
M = 112.13 g/mol
SMILES = C/N=C\N.O.O.O
gap between HOMO and LUMO = 0.3388 Ha
LUMO level = 0.51 eV

XYZ file:
```
19
C2H12N2O3 wB97M-V/def2-TZVPD
C -0.769 -0.937 -1.208
N 0.393 -1.460 -0.554
C 1.418 -1.192 0.071
N 1.613 0.038 0.778
H -0.974 0.043 -0.801
H -1.697 -1.503 -1.127
H -0.618 -0.821 -2.284
H 2.373 -1.713 -0.062
H 0.877 0.714 0.632
H 2.530 0.447 0.642
O -0.092 -0.607 2.970
H -0.517 -1.287 2.436
H 0.658 -0.331 2.427
O -0.134 1.572 -2.742
H 0.461 2.235 -3.125
H 0.462 0.820 -2.673
O -1.928 1.471 1.238
H -2.715 1.686 1.736
H -1.341 0.827 1.647
```


Which structure wins on stability? *two* wins.